# C44H125N7O23

A 15-piece molecular cluster, C44H125N7O23 overall (ωB97M-V with the def2-TZVPD basis set, OMol25).

Structure (ORCA input):
```
! wB97M-V def2-TZVPD RIJCOSX def2/J DEFGRID3
* xyz 0 1
C 5.01 0.38 0.08
C 4.69 -0.04 -1.35
C 5.28 0.77 -2.52
O 4.85 2.12 -2.37
C 5.43 3.06 -3.27
N 5.06 -1.47 -1.44
H 4.37 1.23 0.25
H 6.04 0.57 0.31
H 4.71 -0.38 0.77
H 3.59 0.04 -1.43
H 4.94 0.25 -3.44
H 6.38 0.69 -2.56
H 5.34 2.74 -4.34
H 6.51 3.18 -3.01
H 4.94 4.03 -3.11
H 4.67 -1.91 -0.62
H 6.06 -1.48 -1.25
C -6.98 -0.51 6.87
C -7.19 -0.13 5.42
C -5.81 0.32 4.88
O -4.87 -0.80 4.89
C -3.95 -0.81 3.76
N -7.74 -1.22 4.67
H -6.17 -1.24 6.97
H -7.93 -0.87 7.28
H -6.62 0.35 7.40
H -7.82 0.78 5.32
H -5.45 1.15 5.53
H -5.86 0.66 3.86
H -3.34 -1.69 3.82
H -3.30 0.09 3.72
H -4.56 -0.89 2.84
H -8.15 -1.03 3.78
H -7.05 -1.93 4.60
C 6.38 -3.14 4.06
C 5.06 -3.36 4.79
C 3.87 -2.39 4.36
O 4.17 -1.10 4.83
C 3.73 -0.12 3.92
N 4.66 -4.76 4.58
H 6.85 -2.16 4.12
H 6.26 -3.44 3.00
H 7.09 -3.93 4.48
H 5.17 -3.13 5.85
H 2.97 -2.81 4.77
H 3.75 -2.30 3.26
H 4.11 -0.35 2.91
H 4.11 0.87 4.20
H 2.64 -0.07 3.83
H 5.51 -5.29 4.74
H 3.97 -5.07 5.25
C -4.91 -0.65 -1.11
C -4.54 0.19 0.05
C -3.71 1.43 -0.40
O -4.52 2.41 -1.09
C -4.04 3.77 -1.06
N -5.69 0.50 0.81
H -5.33 -0.02 -1.91
H -5.72 -1.33 -0.89
H -4.03 -1.20 -1.48
H -3.86 -0.32 0.76
H -2.93 1.14 -1.12
H -3.21 1.79 0.53
H -3.08 3.85 -1.60
H -3.91 4.23 -0.06
H -4.81 4.37 -1.55
H -6.24 1.10 0.18
H -5.44 1.13 1.56
C -2.56 -1.09 -8.08
C -3.71 -0.23 -7.55
C -3.31 0.32 -6.14
O -4.46 0.98 -5.56
C -4.25 1.72 -4.38
N -4.03 0.77 -8.57
H -2.85 -1.66 -8.98
H -2.36 -1.83 -7.31
H -1.65 -0.52 -8.27
H -4.60 -0.82 -7.39
H -2.57 1.12 -6.31
H -2.91 -0.47 -5.49
H -3.94 1.07 -3.56
H -5.19 2.20 -4.10
H -3.52 2.55 -4.42
H -3.20 1.27 -8.85
H -4.73 1.42 -8.25
C 2.42 3.35 7.30
C 3.41 4.39 6.80
C 3.63 4.23 5.29
O 2.38 4.50 4.60
C 2.63 4.55 3.19
N 2.93 5.71 7.19
H 2.78 2.37 7.02
H 1.46 3.50 6.79
H 2.30 3.43 8.39
H 4.42 4.22 7.23
H 3.90 3.19 5.07
H 4.43 4.88 4.90
H 1.64 4.73 2.79
H 3.04 3.61 2.84
H 3.31 5.38 2.91
H 3.60 6.45 7.01
H 2.11 5.91 6.61
C 1.21 -0.18 0.64
C -0.31 -0.06 0.60
C -0.88 -0.90 -0.56
O -0.70 -0.13 -1.74
C -0.62 -0.87 -2.91
N -0.87 -0.61 1.89
H 1.64 0.00 -0.33
H 1.46 -1.20 0.98
H 1.63 0.54 1.34
H -0.61 1.00 0.43
H -1.91 -1.14 -0.39
H -0.34 -1.82 -0.66
H -1.53 -1.46 -3.09
H 0.27 -1.49 -2.88
H -0.53 -0.13 -3.72
H -1.79 -0.29 2.10
H -0.28 -0.28 2.65
C 2.44 0.82 -6.13
C 1.08 0.44 -6.60
O 0.89 0.67 -8.00
O 3.44 0.08 -6.71
H 2.34 0.80 -5.02
H 2.69 1.80 -6.46
H 0.36 1.11 -6.14
H 0.82 -0.55 -6.26
H 1.44 0.03 -8.47
H 3.51 -0.73 -6.18
C -2.86 -4.37 -1.81
C -1.77 -5.15 -1.21
O -0.68 -4.29 -0.91
O -3.84 -5.33 -2.20
H -2.57 -3.85 -2.73
H -3.25 -3.64 -1.10
H -1.36 -5.92 -1.86
H -1.95 -5.72 -0.29
H -0.67 -4.03 0.01
H -4.56 -4.84 -2.62
C 2.87 -4.35 -0.57
C 2.40 -3.31 -1.54
O 3.18 -3.13 -2.67
O 3.72 -3.76 0.44
H 3.45 -5.11 -1.11
H 2.01 -4.78 -0.08
H 2.14 -2.37 -1.06
H 1.43 -3.68 -1.90
H 3.93 -2.55 -2.47
H 4.12 -4.44 1.00
C 0.57 -5.30 2.51
C 0.57 -3.80 2.47
O -0.61 -3.42 1.81
O -0.53 -5.78 3.24
H 1.44 -5.68 3.03
H 0.56 -5.67 1.49
H 1.47 -3.48 1.96
H 0.55 -3.41 3.48
H -0.72 -2.43 1.95
H -1.32 -5.36 2.87
C -0.77 4.23 0.98
C -1.20 5.70 1.12
O -1.78 6.20 -0.06
O 0.58 4.09 0.57
H -1.37 3.74 0.24
H -0.86 3.67 1.94
H -0.34 6.32 1.42
H -1.93 5.77 1.93
H -1.29 5.87 -0.84
H 0.62 4.32 -0.37
C 0.80 2.62 -3.09
C -0.56 3.20 -2.54
O -0.32 4.62 -2.22
O 0.89 3.31 -4.41
H 1.02 1.55 -3.14
H 1.52 3.08 -2.41
H -0.91 2.61 -1.71
H -1.26 3.09 -3.35
H -0.17 4.95 -3.11
H 1.80 3.49 -4.65
C 0.30 1.87 4.26
C -0.76 2.85 4.58
O -1.95 2.70 3.82
O -0.06 0.54 4.34
H 1.14 2.15 4.89
H 0.58 2.10 3.22
H -0.28 3.80 4.29
H -0.96 2.83 5.67
H -2.62 3.30 4.23
H -0.59 0.40 5.14
C 1.02 -2.97 -5.27
C 0.81 -4.30 -4.75
O -0.12 -4.99 -5.56
O 1.58 -2.86 -6.56
H 1.75 -2.53 -4.61
H 0.06 -2.46 -5.21
H 0.35 -4.21 -3.78
H 1.76 -4.82 -4.61
H -0.13 -5.94 -5.36
H 1.08 -3.47 -7.16
*
```

E_tot: -3864.94934 Ha
Frontier orbital gap: 0.3316 hartree

Mulliken population analysis, charges in e, atoms 1 to 99: number 1, C, carries -1.75; number 2, C, carries 2.44; number 3, C, carries -0.98; number 4, O, carries -0.19; number 5, C, carries -0.87; number 6, N, carries -0.58; number 7, H, carries 0.46; number 8, H, carries 0.45; number 9, H, carries 0.18; number 10, H, carries -1.02; number 11, H, carries 0.29; number 12, H, carries 0.40; number 13, H, carries 0.30; number 14, H, carries 0.32; number 15, H, carries 0.25; number 16, H, carries -0.14; number 17, H, carries 0.34; number 18, C, carries -1.35; number 19, C, carries 0.21; number 20, C, carries -0.09; number 21, O, carries -0.43; number 22, C, carries -0.22; number 23, N, carries -0.66; number 24, H, carries 0.28; number 25, H, carries 0.38; number 26, H, carries 0.36; number 27, H, carries 0.36; number 28, H, carries 0.25; number 29, H, carries -0.06; number 30, H, carries 0.19; number 31, H, carries -0.03; number 32, H, carries 0.32; number 33, H, carries 0.25; number 34, H, carries 0.25; number 35, C, carries -1.31; number 36, C, carries 0.30; number 37, C, carries -0.05; number 38, O, carries -0.48; number 39, C, carries 0.17; number 40, N, carries -0.60; number 41, H, carries 0.31; number 42, H, carries 0.27; number 43, H, carries 0.38; number 44, H, carries 0.24; number 45, H, carries 0.31; number 46, H, carries -0.14; number 47, H, carries -0.17; number 48, H, carries 0.03; number 49, H, carries 0.34; number 50, H, carries 0.23; number 51, H, carries 0.25; number 52, C, carries -1.73; number 53, C, carries 1.69; number 54, C, carries 0.51; number 55, O, carries -0.45; number 56, C, carries -0.64; number 57, N, carries -0.65; number 58, H, carries 0.21; number 59, H, carries 0.53; number 60, H, carries 0.15; number 61, H, carries -0.70; number 62, H, carries -0.28; number 63, H, carries 0.19; number 64, H, carries 0.02; number 65, H, carries 0.30; number 66, H, carries 0.46; number 67, H, carries 0.42; number 68, H, carries 0.20; number 69, C, carries -1.16; number 70, C, carries 0.14; number 71, C, carries 0.10; number 72, O, carries -0.42; number 73, C, carries -0.41; number 74, N, carries -0.71; number 75, H, carries 0.36; number 76, H, carries 0.31; number 77, H, carries 0.17; number 78, H, carries 0.37; number 79, H, carries 0.11; number 80, H, carries 0.00; number 81, H, carries 0.02; number 82, H, carries 0.35; number 83, H, carries 0.23; number 84, H, carries 0.23; number 85, H, carries 0.29; number 86, C, carries -0.89; number 87, C, carries 0.12; number 88, C, carries -0.22; number 89, O, carries -0.19; number 90, C, carries -0.62; number 91, N, carries -0.75; number 92, H, carries 0.30; number 93, H, carries -0.04; number 94, H, carries 0.39; number 95, H, carries 0.41; number 96, H, carries -0.14; number 97, H, carries 0.49; number 98, H, carries -0.04; number 99, H, carries 0.26